{"formula": "C18H50O7S5", "method": "wB97M-V/def2-TZVPD", "symbols": ["C", "C", "O", "C", "C", "H", "H", "H", "H", "H", "H", "H", "H", "H", "H", "C", "C", "O", "C", "C", "H", "H", "H", "H", "H", "H", "H", "H", "H", "H", "C", "S", "O", "C", "H", "H", "H", "H", "H", "H", "C", "S", "O", "C", "H", "H", "H", "H", "H", "H", "C", "S", "O", "C", "H", "H", "H", "H", "H", "H", "C", "S", "O", "C", "H", "H", "H", "H", "H", "H", "C", "S", "O", "C", "H", "H", "H", "H", "H", "H"], "coordinates": [[3.80151, 2.18291, -2.72201], [4.80641, 1.05727, -2.68701], [4.62169, 0.29752, -3.85698], [5.50819, -0.83128, -3.91269], [5.23193, -1.49045, -5.23578], [4.04856, 2.84855, -3.55094], [2.73014, 1.88015, -2.81298], [3.89104, 2.77007, -1.78901], [5.77078, 1.54389, -2.63847], [4.58820, 0.42435, -1.81011], [6.56779, -0.51081, -3.93925], [5.39682, -1.49489, -3.06168], [4.16169, -1.57454, -5.30258], [5.83982, -2.41040, -5.41023], [5.52400, -0.73353, -6.00010], [-2.28436, -2.05539, 0.10104], [-1.53462, -0.79877, -0.28537], [-1.20316, -0.17591, 0.99351], [0.05201, 0.43822, 1.14344], [0.01102, 1.30508, 2.45344], [-3.07285, -1.64107, 0.68724], [-2.69348, -2.63125, -0.71398], [-1.75215, -2.74345, 0.78822], [-0.68755, -0.94583, -0.91626], [-2.20169, -0.15438, -0.83472], [0.75990, -0.35933, 1.32702], [0.37257, 1.06097, 0.28926], [-0.74140, 2.13785, 2.33836], [0.97996, 1.74037, 2.62134], [-0.17736, 0.63420, 3.29935], [-2.85128, -1.75762, 4.93723], [-3.71268, -0.76360, 6.32137], [-4.85290, -0.13046, 5.60422], [-4.23390, -2.32533, 7.19220], [-2.39501, -1.03484, 4.28716], [-3.58106, -2.30697, 4.31638], [-2.10353, -2.44795, 5.28233], [-5.09676, -2.07188, 7.78147], [-3.39121, -2.61085, 7.80702], [-4.40812, -3.14179, 6.54875], [4.61753, -1.98197, -0.32453], [4.44614, -3.76097, -0.53249], [5.41106, -4.34793, 0.47924], [2.88397, -3.96813, 0.31169], [5.62208, -1.73532, -0.70393], [4.65265, -1.75390, 0.69874], [3.80313, -1.50603, -0.88747], [2.04000, -3.48704, -0.13512], [2.95145, -3.63053, 1.29972], [2.64583, -5.04598, 0.41996], [-4.39722, 2.72814, 4.35244], [-5.64511, 2.77554, 3.00454], [-5.18856, 3.84191, 2.07242], [-5.25822, 1.10267, 2.27010], [-4.43041, 1.69459, 4.77704], [-4.60736, 3.50179, 5.04808], [-3.35036, 2.98955, 4.02951], [-4.30833, 1.29391, 1.80903], [-5.90573, 0.78728, 1.43162], [-5.09042, 0.31563, 3.01736], [-3.05866, 3.47064, -0.12884], [-1.65181, 4.43775, -0.75653], [-0.64653, 3.49691, -1.40918], [-2.50918, 5.43251, -2.04729], [-3.89922, 4.12655, 0.24899], [-2.60570, 2.99567, 0.74948], [-3.43446, 2.72612, -0.80753], [-2.99315, 6.23136, -1.45997], [-3.13392, 4.71359, -2.64174], [-1.69292, 5.91845, -2.57799], [1.46913, -2.71412, -4.26225], [0.75043, -1.52971, -3.08222], [1.78772, -1.48619, -1.94937], [1.02238, -0.15457, -4.19153], [1.38272, -3.69224, -3.81247], [2.54978, -2.52995, -4.36948], [0.93456, -2.73799, -5.24865], [0.09281, -0.18328, -4.81193], [1.89670, -0.28995, -4.81320], [1.15824, 0.77639, -3.70641]], "forces_ev_per_a": [[-0.705, 0.625, 0.412], [-1.646, 0.077, 0.295], [0.927, -0.826, 0.033], [0.574, 0.676, -0.568], [0.992, 0.630, -0.644], [-0.157, 0.028, -0.022], [0.986, -0.007, 0.096], [-0.084, -0.191, -0.391], [0.716, -0.355, 0.075], [0.498, 0.175, -0.120], [-0.315, 0.187, 0.356], [-0.350, -0.093, 0.267], [-0.380, -0.726, -0.348], [-0.843, 0.554, 0.211], [-0.191, -0.660, 0.266], [0.515, -0.214, 0.548], [0.164, -0.014, 1.466], [-0.854, 0.000, -1.017], [0.194, 0.805, 1.086], [-0.834, -0.294, -1.370], [-1.065, -0.131, 0.480], [-0.103, -0.020, -0.427], [0.164, 0.493, -0.562], [0.973, -0.224, -0.065], [-0.346, 0.482, -0.173], [0.688, -0.154, -0.260], [-0.316, -0.295, 0.144], [0.645, -0.983, 0.377], [0.473, 0.304, -0.028], [-0.380, 0.339, -0.090], [-0.849, 0.608, 0.256], [0.641, -2.178, -1.490], [-0.209, -0.258, 0.394], [0.519, 1.525, 0.170], [0.328, 0.476, -0.222], [-0.104, 0.331, 0.668], [0.333, -0.187, 0.499], [-0.297, -0.018, 0.345], [0.190, 0.170, 0.421], [-0.531, -0.662, -1.066], [0.229, -0.368, -1.740], [0.684, -0.384, 1.540], [-0.309, 0.185, -1.004], [-0.757, -1.407, -0.639], [-0.473, -0.059, -0.214], [-0.384, 0.226, 1.540], [0.305, 0.106, 0.219], [-0.357, 0.462, -0.721], [0.561, 0.803, 1.520], [0.432, 0.449, -0.475], [1.061, -1.298, -0.979], [0.232, -0.575, 0.727], [-0.066, -0.191, -0.368], [0.468, 0.471, -0.221], [-0.016, 1.096, 0.006], [-0.762, 0.468, 0.771], [-1.043, -0.557, -0.414], [0.808, 0.013, -0.286], [-0.216, 0.408, 0.802], [-0.507, 0.367, -0.013], [-0.052, 1.082, 0.922], [0.574, -0.382, -0.405], [-1.326, 0.741, 0.387], [0.296, -0.996, 0.754], [1.075, -0.589, -0.478], [-0.316, -0.131, -0.164], [0.028, -0.245, -0.530], [-0.449, -0.556, -0.481], [0.418, 1.214, 0.344], [-0.118, -0.267, -0.415], [-0.323, -0.445, -0.516], [2.300, -0.288, 0.774], [-1.349, 0.011, -1.217], [-0.937, -0.546, -1.115], [-0.188, -0.335, 0.167], [-0.527, 0.332, 0.013], [0.477, 0.251, 0.908], [0.742, 0.402, 0.285], [0.221, -0.276, -0.090], [-0.396, 0.811, 0.806]], "mulliken_charge": [-1.100, 0.263, -0.274, 0.162, -1.217, 0.355, 0.063, 0.386, 0.309, -0.119, 0.369, -0.023, 0.227, 0.345, 0.329, -1.254, 0.828, -0.167, -0.182, -1.068, 0.284, 0.396, 0.277, -0.577, 0.188, 0.286, 0.276, 0.105, 0.414, 0.265, -0.850, 0.474, -0.636, -0.994, 0.079, 0.349, 0.484, 0.351, 0.377, 0.324, -0.659, 0.505, -0.678, -0.894, 0.295, 0.631, -0.123, 0.215, 0.347, 0.356, -0.405, 0.335, -0.577, -0.466, -0.043, 0.391, 0.229, -0.072, 0.382, 0.269, -0.519, 0.416, -0.561, -0.941, 0.457, -0.219, 0.381, 0.359, 0.266, 0.352, -0.867, 0.363, -0.452, -0.722, 0.397, 0.073, 0.369, 0.424, 0.155, 0.132], "multiplicity": 1, "e_homo_ev": -8.58, "charge": 0}

{"formula": "C5H14NO", "method": "wB97M-V/def2-TZVPD", "symbols": ["C", "C", "N", "C", "C", "C", "O", "H", "H", "H", "H", "H", "H", "H", "H", "H", "H", "H", "H", "H", "H"], "coordinates": [[-1.98668, 1.28929, 0.68394], [-0.92551, 0.22670, 0.29092], [-0.80173, 0.36471, -1.24723], [0.39676, 0.48881, 0.98466], [1.67430, -0.02172, 0.26196], [1.57327, -1.51134, -0.12343], [0.65141, -1.67160, -1.18322], [-1.54209, 2.27627, 0.73073], [-2.84549, 1.16904, 0.02282], [-2.39202, 1.02267, 1.66065], [-1.25259, -0.80109, 0.41928], [-0.07744, -0.27792, -1.59974], [-1.69661, 0.19288, -1.69421], [-0.63037, 1.36430, -1.38069], [0.46261, 1.53409, 1.27971], [0.36366, 0.02552, 1.97697], [1.83027, 0.50746, -0.68190], [2.50615, 0.12744, 0.94207], [1.26193, -2.05113, 0.77236], [2.58931, -1.79873, -0.39500], [0.84084, -2.45565, -1.72063]], "forces_ev_per_a": [[-0.002, -1.906, 0.313], [-0.735, 0.758, -0.554], [-0.381, 1.482, 1.133], [0.709, -0.317, 0.253], [-1.385, -0.325, -0.201], [1.033, 0.916, 1.199], [0.069, -0.733, -0.661], [-0.208, 0.209, -0.247], [-0.009, 0.570, -0.139], [0.218, 0.224, 0.157], [-0.171, 0.035, 0.186], [0.160, -0.113, -0.169], [-0.136, -0.306, 0.008], [0.422, -0.225, -0.506], [0.234, 0.317, -0.531], [-0.199, -0.353, -0.200], [0.325, 0.334, 0.221], [0.248, 0.023, -0.193], [-0.062, -0.394, -0.171], [-0.177, -0.405, -0.218], [0.047, 0.210, 0.318]], "mulliken_charge": [-1.454, 0.147, -0.279, -0.837, -0.832, -0.433, -0.514, 0.411, 0.447, 0.388, 0.373, 0.270, 0.365, 0.355, 0.377, 0.385, 0.379, 0.402, 0.321, 0.416, 0.313], "multiplicity": 1, "smiles": "C[C@@H]([NH3+])CCCO", "e_homo_ev": -15.05, "charge": 1}

{"formula": "C4H11BrOSi", "method": "wB97M-V/def2-TZVPD", "symbols": ["C", "C", "Si", "O", "Br", "C", "C", "H", "H", "H", "H", "H", "H", "H", "H", "H", "H", "H"], "coordinates": [[-0.80459, 2.45285, 0.09785], [0.17118, 1.70655, -0.81781], [0.76616, 0.09524, -0.04064], [0.46940, -0.00579, 1.74911], [2.92788, -0.22450, -0.00495], [-0.29045, -1.27674, -0.69653], [-0.14779, -2.55924, 0.19566], [-1.75725, 2.13383, 0.48663], [-0.17850, 2.36248, 1.04859], [-1.03708, 3.48227, -0.16748], [1.03890, 2.29351, -1.05475], [-0.19732, 1.45344, -1.76893], [0.47031, -0.82068, 2.12963], [-1.35556, -1.10378, -0.85496], [0.14096, -1.59190, -1.71965], [-0.19924, -2.16948, 1.22294], [-0.85617, -3.30608, -0.01086], [0.83916, -2.92198, 0.20614]], "forces_ev_per_a": [[1.851, 0.426, 2.340], [-0.032, -0.635, 0.902], [-2.022, -0.221, 3.232], [0.172, 4.687, -4.326], [0.547, -0.122, -0.563], [1.374, -2.565, -1.666], [0.229, 2.906, 0.954], [-0.406, -1.396, -0.737], [-1.090, 1.284, -0.649], [0.683, 0.182, -0.170], [0.398, 0.715, 0.282], [-0.821, -0.564, -1.391], [0.151, -3.445, 1.465], [0.158, 0.627, 0.097], [-0.745, 0.681, 1.121], [-0.893, -0.796, -0.110], [-0.874, -0.951, -0.155], [1.320, -0.813, -0.624]], "mulliken_charge": [-1.041, -0.566, 0.651, -0.581, -0.292, -0.423, -1.277, 0.316, 0.233, 0.322, 0.376, 0.376, 0.264, 0.412, 0.248, 0.246, 0.379, 0.355], "multiplicity": 1, "smiles": "CC[Si](O)(Br)CC", "e_homo_ev": -10.31, "charge": 0}

{"formula": "C9H10BrO3", "method": "wB97M-V/def2-TZVPD", "symbols": ["C", "C", "C", "C", "C", "C", "C", "C", "C", "O", "O", "O", "Br", "H", "H", "H", "H", "H", "H", "H", "H", "H", "H"], "coordinates": [[0.29294, 0.98147, -1.49915], [-1.09421, 1.30332, -1.24854], [1.00997, 0.23658, -0.65520], [-1.75669, 0.66251, -0.28823], [-1.33696, -1.89346, -0.35096], [0.41608, -0.23488, 0.64846], [-1.08156, -0.54509, 0.51911], [2.44128, -0.11982, -0.91026], [0.65051, 0.83646, 1.72715], [-1.83676, -2.78131, 0.35909], [-1.02356, -1.88382, -1.53329], [-1.68888, -0.75580, 1.75104], [-3.56381, 1.00291, 0.09371], [0.72966, 1.35971, -2.41444], [-1.57193, 2.05839, -1.85908], [0.91408, -1.15916, 0.96541], [3.02782, -0.04796, 0.00601], [2.88035, 0.53076, -1.66544], [2.50071, -1.14867, -1.26699], [0.20614, 1.77969, 1.41333], [1.71518, 0.99059, 1.90052], [0.17877, 0.52367, 2.65518], [-2.00913, -1.69609, 1.65257]], "forces_ev_per_a": [[-5.434, 3.382, -2.242], [5.050, 1.700, -4.049], [2.393, -3.031, 3.198], [-1.257, -4.043, 5.057], [0.332, 0.680, 0.446], [0.291, 0.232, -0.476], [-1.534, 1.525, -1.521], [-0.526, 0.133, -0.037], [-0.158, -0.179, 0.036], [-0.458, -0.720, 0.311], [0.423, 0.024, -0.572], [0.013, -0.033, 0.270], [0.137, 0.087, -0.162], [0.077, 0.230, 0.031], [-0.025, -0.152, -0.184], [0.031, -0.002, -0.023], [0.129, -0.026, 0.068], [0.094, 0.027, -0.074], [0.151, -0.234, -0.070], [-0.023, 0.078, -0.021], [0.102, 0.023, -0.014], [-0.022, -0.002, 0.127], [0.213, 0.301, -0.098]], "mulliken_charge": [-0.498, -0.471, 0.484, -0.416, 0.563, 0.141, 0.863, -1.534, -1.527, -0.811, -0.670, -0.683, -0.184, 0.342, 0.403, 0.484, 0.325, 0.445, 0.266, 0.325, 0.392, 0.387, 0.373], "multiplicity": 3, "s_squared": 2.007, "e_homo_ev": [-1.54, -4.79], "charge": -1}

{"formula": "C11H16N4O5", "method": "wB97M-V/def2-TZVPD", "symbols": ["N", "C", "C", "C", "C", "N", "C", "N", "C", "O", "N", "C", "C", "C", "C", "O", "O", "C", "O", "O", "H", "H", "H", "H", "H", "H", "H", "H", "H", "H", "H", "H", "H", "H", "H", "H"], "coordinates": [[-1.98994, -1.12157, -1.00228], [-0.90798, -1.60560, -0.07188], [-0.68153, -3.14254, -0.16489], [-1.82435, -3.93309, 0.49798], [-1.58292, -5.17387, 1.12651], [-2.82021, -5.63227, 1.42795], [-3.71942, -4.65627, 1.01184], [-3.13331, -3.65288, 0.43070], [0.41483, -0.76420, -0.33812], [1.57931, -1.14167, -0.08980], [0.06504, 0.49003, -0.79952], [1.09004, 1.49765, -0.98267], [0.42688, 2.87709, -0.97905], [1.43410, 4.03414, -1.27737], [1.23725, 5.11499, -0.23663], [0.92601, 6.25697, -0.48873], [1.43773, 4.70764, 1.02896], [2.09561, 1.42696, 0.14603], [1.74522, 1.74437, 1.28284], [3.35532, 1.21080, -0.18619], [-1.73252, -1.55552, -1.92116], [-2.89575, -1.56222, -0.68967], [-1.18687, -1.21334, 0.97408], [-0.54778, -3.36242, -1.25693], [0.22240, -3.44689, 0.34874], [-0.61173, -5.63817, 1.28483], [-2.97178, -6.67953, 1.71661], [-4.77433, -4.72320, 1.21425], [-0.92897, 0.59018, -1.15358], [1.64551, 1.37286, -1.88739], [-0.26610, 2.95077, -1.83445], [-0.21325, 3.02042, -0.08973], [2.48025, 3.75806, -1.42932], [1.13080, 4.46175, -2.30655], [1.74277, 3.77663, 1.15453], [3.81249, 1.39115, 0.71073]], "forces_ev_per_a": [[0.194, -1.455, 0.041], [0.335, 0.891, 0.598], [-1.085, 0.817, 0.261], [3.151, -1.290, -0.427], [0.256, 2.285, -1.407], [-0.897, -2.425, 0.758], [-0.451, -1.510, 0.563], [-0.354, 0.237, 0.252], [-0.148, -0.328, -0.108], [-2.496, 0.950, -0.440], [-0.025, -1.042, -0.106], [-0.757, -0.009, 0.265], [-0.009, 0.201, -0.997], [-1.484, 0.738, -1.695], [0.549, 0.609, -0.365], [0.158, -1.034, 0.390], [0.225, -0.039, 0.508], [-1.280, 0.820, 1.419], [0.835, -0.348, -0.974], [0.879, 0.635, 2.045], [-0.728, 0.502, 0.912], [1.315, 0.498, -0.516], [0.253, -1.037, -1.300], [-0.254, -0.097, 0.859], [0.338, 0.190, -0.037], [-0.642, -0.194, 0.105], [-0.102, 3.232, -0.597], [-0.051, -0.197, -0.092], [1.624, -0.114, 0.763], [0.260, -0.242, -0.897], [0.065, -0.562, 0.366], [0.724, -0.045, -0.165], [-0.026, -0.260, 0.575], [0.571, -0.360, 1.756], [-0.491, 0.585, -0.429], [-0.453, -0.603, -1.884]], "mulliken_charge": [-0.750, 0.239, -0.512, 0.466, -0.707, -0.142, -0.367, -0.421, -0.076, -0.698, -0.159, 0.491, -1.277, -0.543, 0.532, -0.586, -0.485, 0.297, -0.707, -0.449, 0.267, 0.339, 0.245, 0.280, 0.288, 0.402, 0.300, 0.465, 0.571, 0.250, 0.520, 0.476, 0.370, 0.293, 0.390, 0.395], "multiplicity": 1, "smiles": "N[C@@H](Cc1c[nH]cn1)C(=O)N[C@@H](CCC(=O)O)C(=O)O", "e_homo_ev": -8.81, "charge": 0}

{"formula": "C6H8N", "method": "wB97M-V/def2-TZVPD", "symbols": ["C", "C", "C", "C", "C", "C", "N", "H", "H", "H", "H", "H", "H", "H", "H"], "coordinates": [[-0.10573, -1.81789, 0.56436], [0.55367, -1.74415, -0.57333], [0.14852, -0.39438, -0.90858], [-0.12867, 0.89932, -1.45331], [0.74767, 0.83235, -0.19360], [-0.16665, 0.78895, 1.00219], [-0.76817, -0.52497, 0.66579], [-0.06097, -2.72069, 1.19343], [1.31480, -2.40024, -1.05383], [-1.06583, 1.29577, -1.57284], [0.25803, 1.24324, -2.47272], [1.80651, 1.14624, -0.41806], [0.38916, 0.81610, 1.99999], [-0.94733, 1.51842, 1.05727], [-1.72891, -0.75860, 0.83249]], "forces_ev_per_a": [[1.574, -1.622, 0.444], [0.815, -0.942, -1.127], [-0.510, 0.880, 2.033], [2.349, 0.456, -2.403], [-0.093, 1.457, -2.494], [2.844, -0.429, 2.460], [0.079, -1.800, -1.677], [-0.570, 1.106, 0.510], [-0.917, 0.645, 0.402], [-2.746, 0.583, 0.802], [0.673, -1.024, 1.543], [-1.289, -0.457, 1.098], [-0.852, -0.275, -1.203], [-0.413, 0.424, -0.302], [-0.944, 0.997, -0.086]], "mulliken_charge": [-0.468, -0.376, 0.582, -0.603, -0.066, -0.687, -0.039, 0.413, 0.367, 0.266, 0.282, 0.396, 0.276, 0.356, 0.302], "multiplicity": 1, "smiles": "C1=C[C@]23C[C@H]2C[N@H+]13", "e_homo_ev": -14.30, "charge": 1}